1.
DFT (the ωB97M-V functional and the def2-TZVPD basis) results for the molecule C3H3NO2S.

Geometry as XYZ:
```
10
Properties=species:S:1:pos:R:3:mulliken_charge:R:1
C -1.63963 -0.97181 -0.03320 0.0620
C 0.64181 -0.55139 0.03486 0.6916
C 0.51902 0.88156 -0.39053 -0.1335
N -0.40820 -1.42919 -0.21497 -0.5510
O 1.66366 -0.95942 0.54609 -0.5280
O 1.39601 1.66929 0.30420 -0.4062
S -1.89386 0.68599 0.36446 -0.1790
H -2.51756 -1.66038 -0.13758 0.3346
H 0.38868 1.19758 -1.42731 0.3629
H 1.85008 1.13778 0.95399 0.3466
```

The HOMO energy (spin up / spin down) comes out at -0.3483 / -0.3483 hartree. As for the spin multiplicity: 1. The value obtained for the gap between HOMO and LUMO (spin up / spin down) is 8.01 / 8.01 eV. As for the LUMO energy (spin up / spin down): -1.47 / -1.47 eV.

2.
DFT (the ωB97M-V functional and the def2-TZVPD basis) results for a structure of composition C39H35NNbO20S.

Geometry as XYZ:
```
97
Properties=species:S:1:pos:R:3:mulliken_charge:R:1
N -9.78083 1.70418 -5.05521 -0.5776
C -9.68021 0.33056 -4.96348 0.1399
C -9.48507 -0.47150 -3.50881 -0.8476
Nb -7.20425 -0.37072 -3.07429 -0.3188
S -7.16177 -2.78684 -2.25656 -0.4520
C -4.89397 -0.18347 -2.90525 -1.0912
C -4.37062 0.10442 -4.46745 0.7655
C -4.06659 1.62312 -5.00962 -0.5010
C -3.60180 1.78575 -6.59006 -0.3616
C -3.46303 0.45409 -7.59242 -0.3910
C -3.76015 -1.08554 -7.01917 -0.4586
C -4.22274 -1.22841 -5.43261 -0.0386
H -9.86326 1.92353 -6.09323 0.2176
H -9.67869 -0.32768 -5.93245 0.2620
H -9.77006 -1.62033 -3.66238 0.2843
H -10.11103 0.03777 -2.65205 0.3107
H -6.95921 -0.99615 -4.79018 0.1353
H -7.26132 1.37418 -3.67172 0.0741
H -7.46332 0.26800 -1.40172 0.0206
H -6.01584 -3.36284 -2.88903 0.0980
H -4.59047 0.72086 -2.22616 0.3168
H -4.44078 -1.21532 -2.58848 0.2073
H -4.19231 2.52864 -4.27596 0.2625
H -3.41971 2.88809 -6.96379 0.2523
H -3.16259 0.61909 -8.72301 0.2603
H -3.66187 -2.04169 -7.72656 0.2472
H -4.47840 -2.29957 -4.97668 0.2014
C 0.38597 -2.25358 -1.92493 -0.6593
C -0.56784 -2.48401 -2.82929 0.2340
C -1.59641 -3.53976 -2.61700 0.9450
O -2.47178 -3.71559 -3.45713 -0.5799
C -1.51431 -4.34476 -1.38825 -0.8970
C -0.55836 -4.11648 -0.48565 0.2408
C 0.45316 -3.04265 -0.68527 0.9267
O 1.30868 -2.84445 0.17085 -0.6850
O -0.47372 -4.87107 0.67004 -0.5847
O -0.63580 -1.74817 -3.99807 -0.4507
H 1.13852 -1.48791 -2.06540 0.5338
H -2.25734 -5.12056 -1.25486 0.4527
H 0.29836 -4.51249 1.15974 0.3350
H -1.41143 -2.10276 -4.48484 0.1846
C 1.26168 0.33766 1.62327 -0.6808
C 1.28830 0.88525 2.83989 0.2778
C 1.51113 2.34583 3.02615 0.9148
O 1.51149 2.82321 4.15536 -0.6494
C 1.73009 3.16814 1.82596 -0.9723
C 1.70688 2.61977 0.60966 0.3228
C 1.45664 1.16431 0.42222 0.9596
O 1.42291 0.69245 -0.70932 -0.5332
O 1.91460 3.38627 -0.52239 -0.5967
O 1.10846 0.11420 3.97358 -0.6123
H 1.09848 -0.72214 1.47327 0.4651
H 1.90862 4.22510 1.97663 0.4319
H 1.84773 2.76093 -1.27670 0.3414
H 1.16933 0.74055 4.72741 0.3357
C 6.68644 4.49491 7.18008 -0.8980
C 5.49810 4.36855 7.77389 0.3451
C 4.35103 3.72115 7.07911 0.9338
O 3.27653 3.60239 7.65734 -0.6521
C 4.55808 3.24722 5.70174 -0.6697
C 5.74551 3.37681 5.10688 0.3469
C 6.89970 3.99914 5.81165 0.8323
O 7.98392 4.08765 5.24527 -0.6262
O 5.94628 2.93607 3.81165 -0.5579
O 5.28937 4.83449 9.05898 -0.5714
H 7.52937 4.96136 7.67426 0.4123
H 3.71116 2.79478 5.20199 0.4005
H 6.88517 3.14085 3.60901 0.3493
H 4.35227 4.62425 9.26369 0.3465
C 1.84125 -1.66791 -6.19500 -0.7877
C 3.17428 -1.61508 -6.16387 0.3384
C 3.96385 -1.27963 -7.38112 0.8011
O 5.18671 -1.22010 -7.31718 -0.6362
C 3.23013 -1.03412 -8.63251 -0.9496
C 1.89728 -1.09041 -8.66421 0.3184
C 1.10698 -1.39864 -7.44088 0.9201
O -0.11788 -1.42519 -7.49719 -0.5454
O 1.20151 -0.86343 -9.83749 -0.5917
O 3.87149 -1.86956 -4.99714 -0.5569
H 1.25477 -1.90830 -5.31718 0.5871
H 3.81704 -0.80895 -9.51374 0.4051
H 0.25315 -0.95961 -9.60114 0.3481
H 4.81944 -1.76743 -5.23216 0.3379
C 3.83026 0.15748 9.79101 -0.9209
C 3.31686 -0.04999 11.00513 0.4114
C 2.27949 -1.09257 11.23860 0.8492
O 1.84021 -1.27299 12.36886 -0.6133
C 1.81383 -1.87274 10.08140 -0.8527
C 2.32486 -1.66274 8.86675 0.3674
C 3.38170 -0.63938 8.63876 0.9568
O 3.84520 -0.48198 7.51424 -0.6258
O 1.88986 -2.39048 7.77434 -0.5645
O 3.73162 0.69688 12.09246 -0.5701
H 4.58642 0.91040 9.60753 0.4496
H 1.04678 -2.61491 10.26183 0.4186
H 2.41123 -2.05466 7.01282 0.3459
H 3.21461 0.35690 12.85495 0.3497
```

The HOMO energy comes out at -0.1640 hartree. As for the spin multiplicity: 1. The value obtained for the gap between HOMO and LUMO is 3.61 eV. As for the total charge: -1. As for the LUMO energy: -0.85 eV.

3.
DFT (the ωB97M-V functional and the def2-TZVPD basis) results for the molecule H5N2OP.

Geometry as XYZ:
```
9
Properties=species:S:1:pos:R:3:mulliken_charge:R:1
N -1.86551 -0.07952 0.40953 -0.3844
O -0.89059 0.67853 -0.32296 -0.2924
P 0.60252 1.08282 0.39058 0.2263
N 1.33201 -0.54253 0.38855 -0.5919
H -1.80592 -0.95786 0.08394 0.2064
H -2.80921 0.31985 0.26112 0.2526
H 1.27079 1.41646 -1.15794 0.0509
H 1.54544 -0.67076 1.38042 0.2748
H 0.61869 -1.18783 0.16129 0.2578
```

Its SMILES is NOPN. The HOMO energy comes out at -0.3241 hartree. As for the spin multiplicity: 1. The value obtained for the gap between HOMO and LUMO is 9.61 eV. As for the LUMO energy: 0.79 eV.

4.
DFT (the ωB97M-V functional and the def2-TZVPD basis) results for a cluster of 2 separate species, C6H17ClNSi in total.

Geometry as XYZ:
```
26
Properties=species:S:1:pos:R:3:mulliken_charge:R:1
C -4.63510 0.98843 0.09149 -1.3280
C 3.85849 0.74745 0.26477 -0.8467
C 3.05142 -1.41257 -0.49581 -0.8201
C -3.30769 0.59444 -0.53921 -0.4447
C -2.38103 -0.06785 0.49900 -0.5734
C 1.56745 0.04470 0.74731 -1.0921
N 2.68195 -0.01880 -0.20646 0.0092
Si -0.83219 -0.77524 -0.30514 0.6021
Cl -0.64380 -2.76035 -0.21741 -0.1806
H -5.16759 0.10964 0.45093 0.3458
H -4.47772 1.66402 0.92916 0.3447
H -5.26265 1.48973 -0.64040 0.3532
H 4.67893 0.66979 -0.44433 0.3661
H 3.59274 1.79545 0.38576 0.3454
H 4.17949 0.35787 1.23039 0.3674
H 3.43714 -1.87521 0.41038 0.3789
H 2.17093 -1.96327 -0.81809 0.2608
H 3.81493 -1.45488 -1.27007 0.3567
H -3.49704 -0.09358 -1.36697 0.3785
H -2.81835 1.47929 -0.94933 0.3474
H -2.93143 -0.87408 0.99595 0.3533
H -2.14439 0.66317 1.27294 0.4115
H 1.37295 1.07038 1.03395 0.4549
H 1.76736 -0.57267 1.61258 0.3462
H 2.36218 0.41420 -1.07829 0.3348
H -0.43697 -0.22006 -1.59311 -0.0712
```

The HOMO energy comes out at -0.4666 hartree. As for the spin multiplicity: 1. The value obtained for the gap between HOMO and LUMO is 9.53 eV. As for the total charge: +1. As for the LUMO energy: -3.16 eV.

5.
DFT (the ωB97M-V functional and the def2-TZVPD basis) results for the molecule C2H2N2OS.

Geometry as XYZ:
```
8
Properties=species:S:1:pos:R:3:mulliken_charge:R:1
S -2.57798 -0.11066 -0.05205 -0.4071
C -1.05822 -0.00521 -0.08815 0.3625
C 0.09699 0.97096 0.05109 -0.0650
N 1.21351 0.49722 -0.05226 -0.3271
N 0.92626 -0.86424 -0.19184 0.0019
O -0.34210 -1.20975 0.09732 -0.1661
H 0.03535 2.13044 0.04389 0.3265
H 1.70618 -1.40876 0.19200 0.2744
```

Its SMILES is S=c1cn[nH]o1. The HOMO energy comes out at -0.3303 hartree. As for the spin multiplicity: 1. The value obtained for the gap between HOMO and LUMO is 8.71 eV. As for the LUMO energy: -0.27 eV.

6.
DFT (the ωB97M-V functional and the def2-TZVPD basis) results for a structure of composition C39H38N2O2Sb2W.

Geometry as XYZ:
```
84
Properties=species:S:1:pos:R:3:mulliken_charge:R:1
W -0.43810 -0.13084 -0.62657 0.2092
C -1.96193 3.75542 0.02384 -1.5124
C -1.68358 2.32324 0.33472 1.1638
O -0.65375 1.79048 -0.27436 -0.6451
C -2.46390 1.63690 1.23975 -1.6791
C -2.09984 0.41576 1.84776 1.5450
C -2.66197 0.03432 3.17278 -1.3988
N -1.16843 -0.34507 1.27642 0.8754
N -0.48956 -1.19823 2.12454 -0.8800
C 0.68470 -1.42446 1.65309 0.4238
O 1.04232 -0.89366 0.45244 -0.7150
C 1.66218 -2.23517 2.38638 0.5664
C 1.22927 -3.11658 3.37694 -0.3464
C 2.15574 -3.86401 4.08265 -0.8924
C 3.51264 -3.72509 3.81275 -0.5001
C 3.94539 -2.83589 2.83818 -0.9375
C 3.02176 -2.09212 2.12124 -0.2294
H -1.49597 4.03926 -0.91606 0.3609
H -1.55679 4.39049 0.81488 0.3721
H -3.03577 3.92907 -0.02373 0.4451
H -3.27480 2.19168 1.69195 0.5362
H -3.64216 0.48978 3.30107 0.5135
H -2.00772 0.40698 3.96439 0.2934
H -2.72127 -1.04628 3.27577 0.2936
H 0.17235 -3.19765 3.59520 0.5250
H 1.82276 -4.55005 4.84953 0.4370
H 4.23537 -4.30716 4.36866 0.4326
H 5.00244 -2.71710 2.64261 0.4502
H 3.35594 -1.38654 1.37088 0.5496
C 0.64731 -4.16263 -0.69925 -1.1176
C 2.03708 -3.57049 -0.93233 0.3368
C 2.23340 -2.83792 -2.25363 -1.2204
Sb 1.45357 -0.85049 -2.38557 0.9244
C 1.38927 -0.60177 -4.46458 0.6303
C 1.19514 -1.65843 -5.35369 -0.2399
C 1.27132 -1.42511 -6.71932 -0.7277
C 1.56032 -0.15377 -7.19661 -0.5352
C 1.77959 0.89630 -6.31428 -0.5824
C 1.69657 0.67515 -4.94768 -0.7751
C -1.57018 0.29026 -2.32208 2.1906
C -2.72107 0.01566 -1.59168 -0.5302
C -3.99032 0.37601 -2.03506 -1.1224
C -4.08947 1.01277 -3.26103 -1.0516
C -2.94080 1.29944 -4.00382 -0.5207
C -1.68262 0.94794 -3.53854 -0.8460
Sb -0.99307 -2.85630 -1.09568 0.7153
C -2.51620 -3.46234 0.21476 1.1305
C -2.22639 -3.90807 1.50102 -0.5217
C -3.26601 -4.26027 2.35178 -0.6443
C -4.58309 -4.15666 1.92231 -0.6998
C -4.86936 -3.70964 0.63950 -0.7352
C -3.83566 -3.36224 -0.22131 -0.7916
C -1.76091 -3.49169 -2.94409 0.9078
C -2.19333 -4.81726 -3.03312 -0.7634
C -2.70316 -5.29269 -4.23204 -0.7820
C -2.79018 -4.44920 -5.33311 -0.6588
C -2.36736 -3.13203 -5.24132 -0.8498
C -1.85172 -2.64808 -4.04474 -0.4654
H 0.54203 -4.48094 0.33818 0.5814
H 0.45969 -5.03083 -1.33268 0.6855
H 2.75225 -4.39793 -0.90695 0.7301
H 2.30680 -2.92700 -0.10185 -0.7010
H 1.73645 -3.34901 -3.08119 0.3309
H 3.28767 -2.74309 -2.51221 0.6241
H 0.96997 -2.65561 -5.00139 0.3137
H 1.11331 -2.24181 -7.41150 0.4442
H 1.62695 0.01665 -8.26297 0.4267
H 2.02489 1.88136 -6.68816 0.4343
H 1.88386 1.49662 -4.26378 0.4349
H -2.70102 -0.52722 -0.62686 0.4468
H -4.86649 0.13926 -1.44757 0.5827
H -5.06251 1.29450 -3.64036 0.4620
H -3.03081 1.81854 -4.94906 0.5121
H -0.80442 1.19443 -4.11616 0.4148
H -1.20298 -3.98718 1.84680 0.1997
H -3.04701 -4.62346 3.34753 0.4779
H -5.38955 -4.43691 2.58688 0.4402
H -5.89590 -3.64488 0.30348 0.4614
H -4.06265 -3.04059 -1.23210 0.4393
H -2.14604 -5.47595 -2.17269 0.4528
H -3.03726 -6.31906 -4.30520 0.4513
H -3.19438 -4.82243 -6.26481 0.4250
H -2.43988 -2.47645 -6.09984 0.4928
H -1.52932 -1.61898 -3.98370 0.5250
```

The HOMO energy (spin up / spin down) comes out at -0.5000 / -0.5017 hartree. As for the spin multiplicity: 1. The value obtained for the gap between HOMO and LUMO (spin up / spin down) is 6.37 / 6.33 eV. As for the total charge: +2. As for the LUMO energy (spin up / spin down): -7.24 / -7.33 eV.

7.
DFT (the ωB97M-V functional and the def2-TZVPD basis) results for a structure of composition C33H32Cl5N4O3RbS2Te.

Geometry as XYZ:
```
81
Properties=species:S:1:pos:R:3:mulliken_charge:R:1
Rb -0.51485 -1.07189 0.91441 1.0601
Cl -6.55880 -1.10185 -4.87412 -0.2976
C -5.40308 -0.76407 -3.58811 0.2316
C -5.40309 0.49806 -2.97971 -0.5606
C -4.51397 0.78090 -1.98131 0.4885
Cl -4.54611 2.37295 -1.27925 -0.2330
C -3.53024 -0.16562 -1.48112 -0.8745
O -2.72440 0.11311 -0.56533 0.0020
C -3.58161 -1.43854 -2.16241 1.2627
C -2.67844 -2.53443 -1.84166 -0.5816
O -1.77909 -2.55559 -1.02764 -0.5652
C -4.50486 -1.70843 -3.18379 -0.8782
H -6.10433 1.25701 -3.30191 0.4200
H -2.87356 -3.44628 -2.45097 0.1972
H -4.49086 -2.68596 -3.65528 0.3023
C 0.71090 2.81530 -5.36962 -1.8413
C 1.13381 2.84297 -3.89398 2.4818
C 2.08757 4.02261 -3.65281 -1.5723
C -0.12305 3.04372 -3.04096 -1.9358
C 1.85979 1.54461 -3.53007 0.0612
C 2.86620 1.03680 -4.37476 -0.3974
C 3.53922 -0.13794 -4.09388 -1.2340
C 3.20767 -0.82782 -2.92959 0.9493
S 3.80823 -2.32294 -2.29843 -0.5295
C 2.70611 -2.17646 -0.91250 0.0040
N 1.98687 -1.10176 -0.93665 0.2857
C 2.23542 -0.33001 -2.06590 -2.1569
C 1.56561 0.85735 -2.36665 0.8384
C 2.65207 -3.24903 0.12294 1.1045
C 3.48918 -4.36423 -0.03177 -0.6301
C 3.44910 -5.39339 0.89163 -0.7482
C 2.56799 -5.29162 1.96825 -0.3616
C 1.75459 -4.17058 2.09470 -0.4685
C 1.73954 -3.08233 1.18575 -0.4534
H 0.09273 3.69045 -5.59041 0.4479
H 0.12565 1.91831 -5.58852 0.3870
H 1.56876 2.83642 -6.04692 0.3470
H 1.62273 4.95877 -3.98236 0.3894
H 3.02419 3.88936 -4.20238 0.3593
H 2.31856 4.10795 -2.58796 0.2837
H -0.66658 3.92305 -3.39919 0.4579
H 0.12527 3.20967 -1.99100 -0.0036
H -0.79357 2.18251 -3.10640 0.4745
H 3.12992 1.57759 -5.27647 0.3196
H 4.30210 -0.51089 -4.76761 0.3481
H 0.83609 1.23205 -1.66030 0.6414
H 4.17414 -4.44047 -0.87454 0.3078
H 4.09129 -6.26052 0.77871 0.3394
H 2.52560 -6.09748 2.70192 0.3018
H 1.08967 -4.14086 2.96359 0.1186
S 1.25956 4.00571 0.43390 -0.5317
C 2.00653 3.36646 1.85596 0.3237
N 2.27753 2.01805 1.84499 -0.0308
C 2.71892 1.21755 2.95372 0.1540
C 3.12229 2.12162 4.05509 -0.8569
C 2.89529 3.44502 3.95742 -0.0499
N 2.31346 4.11136 2.91166 -0.7007
H 2.01332 1.53191 1.00268 -0.0601
H 3.53422 0.56139 2.64598 0.1963
H 3.58466 1.68675 4.93341 0.4373
H 3.19809 4.09068 4.78158 0.3797
C -2.81880 2.33478 4.03289 -1.2077
Te -2.71957 1.58488 2.03309 0.2475
C -4.12400 0.04231 2.45766 -0.9356
H -2.32482 1.66727 4.74085 0.3098
H -3.86029 2.47454 4.32427 0.3637
H -2.31420 3.30118 4.04914 0.3406
H -5.08733 0.47514 2.72424 0.3829
H -3.75611 -0.58240 3.27166 0.2771
H -4.22515 -0.55933 1.55452 0.1850
C 0.63873 0.79133 4.07447 -0.6045
O 1.69894 0.25207 3.31312 -0.3031
H 0.95582 1.06528 5.08597 0.3720
H -0.12709 0.01506 4.14034 0.2342
H 0.20322 1.67622 3.59775 0.2281
Cl -3.76040 -5.24379 4.60472 -0.1147
C -2.17843 -4.66114 5.00297 0.7609
Cl -2.13292 -4.12000 6.67790 -0.1137
Cl -0.97061 -5.89311 4.70159 -0.0833
C -1.91795 -3.50586 4.11771 -0.3652
N -1.69897 -2.61145 3.44109 -0.1244
```

The HOMO energy comes out at -0.0663 hartree. As for the spin multiplicity: 1. The value obtained for the gap between HOMO and LUMO is 4.89 eV. As for the total charge: -2. As for the LUMO energy: 3.08 eV.

8.
DFT (the ωB97M-V functional and the def2-TZVPD basis) results for a cluster of 2 separate species, C5H12O5P in total.

Geometry as XYZ:
```
23
Properties=species:S:1:pos:R:3:mulliken_charge:R:1
O 6.07898 -0.78261 1.79258 -0.6017
C 4.94789 -0.38687 2.02246 0.7048
C 4.50868 0.01454 3.41172 -0.8484
C 3.90565 -0.26995 0.93428 -0.8480
H 5.33681 -0.11290 4.12906 0.3055
H 3.65989 -0.60871 3.73992 0.2428
H 4.19374 1.07157 3.42213 0.2464
H 3.04006 -0.91391 1.16380 0.2463
H 3.55584 0.77268 0.84965 0.2431
H 4.32683 -0.57965 -0.03696 0.3055
O 1.27474 2.27761 2.61092 -0.7996
O 0.50135 -0.21216 3.08426 -0.7993
O -1.05650 1.41165 1.97573 -0.3409
O -0.42083 1.79280 4.39488 -0.3405
C -1.43036 2.73945 1.66082 -0.6345
C -1.37384 0.92954 4.98526 -0.6343
P 0.25465 1.25447 2.97909 1.1007
H -0.62763 3.26738 1.11904 0.2370
H -2.32172 2.69462 1.01268 0.2344
H -1.68240 3.31680 2.56622 0.2546
H -1.75404 1.41954 5.89738 0.2344
H -2.22354 0.73791 4.30858 0.2546
H -0.92341 -0.03712 5.26687 0.2371
```

The HOMO energy comes out at -0.2037 hartree. As for the spin multiplicity: 1. The value obtained for the gap between HOMO and LUMO is 9.20 eV. As for the total charge: -1. As for the LUMO energy: 3.66 eV.

Max |F| for the records above, in order: 3.06 5.29 4.84 3.15 8.15 0.53 1.11 0.50 eV Å⁻¹